Record 1
Entry from OMol25: a 9-piece molecular cluster, C37H73O16PS overall in a non-equilibrium geometry (ωB97M-V with the def2-TZVPD basis set).

structure (SMILES): O=C(O)C[C@@H](OC(=O)COO)P(O)(O)=S.C1CCOC1.C1CCOC1.C1CCOC1.C1CCOC1.C1CCOC1.C1CCOC1.C1CCOC1.C1CCOC1
HOMO: -0.3370 Eh
energy: -92431.7118 eV

```
! RIJCOSX wB97M-V def2-TZVPD def2/J DEFGRID3
* xyz 0 1
O 3.11077 -1.24926 -5.11603
C 2.41126 -1.47123 -4.19250
O 3.00122 -1.65843 -2.97458
C 0.92585 -1.53210 -4.46857
C 0.03456 -1.45548 -3.19512
O -0.92746 -0.43802 -3.48124
C -1.84085 -0.22320 -2.46428
O -1.57205 0.44019 -1.55931
C -3.24235 -0.82746 -2.56461
O -3.83213 -0.31064 -3.76391
O -4.64869 -1.29955 -4.31076
P -0.69112 -3.15648 -2.97755
O -1.78035 -3.40648 -4.15197
O -1.39858 -3.35403 -1.53769
S 0.68683 -4.51559 -3.14501
H 2.59115 -2.38306 -2.47252
H 0.65993 -0.68372 -5.10064
H 0.73609 -2.42655 -5.06294
H 0.62995 -1.24935 -2.29734
H -3.82712 -0.46013 -1.72016
H -3.25384 -1.91406 -2.63230
H -4.04771 -1.92807 -4.74140
H -2.18463 -4.27584 -3.99477
H -0.82212 -3.09574 -0.80370
C 4.56519 1.46855 -3.40456
C 4.53379 2.93978 -3.00627
C 5.24968 2.92003 -1.66433
O 6.19651 1.85146 -1.72037
C 5.92928 1.04952 -2.87695
H 4.45504 1.29968 -4.47431
H 3.77830 0.90956 -2.89326
H 5.10264 3.53267 -3.72709
H 3.52813 3.35538 -2.94211
H 4.55083 2.71394 -0.84441
H 5.77012 3.85545 -1.44938
H 6.71832 1.25041 -3.61061
H 5.96549 -0.00623 -2.60739
C -6.36693 -2.59417 1.49713
C -4.84965 -2.56884 1.59382
C -4.45336 -3.62570 0.57542
O -5.46147 -3.61900 -0.44037
C -6.58061 -2.84205 0.01220
H -6.84446 -1.68154 1.85053
H -6.76201 -3.43224 2.07738
H -4.47494 -1.58917 1.28240
H -4.46795 -2.77674 2.59280
H -4.43246 -4.62481 1.02469
H -3.48005 -3.43090 0.12139
H -6.58738 -1.90168 -0.54981
H -7.50678 -3.37776 -0.19831
C 6.39679 1.73776 2.41205
C 5.22247 2.65603 2.72506
C 4.09120 1.65956 2.91807
O 4.68299 0.45989 3.43172
C 6.10706 0.54527 3.31026
H 7.37089 2.18756 2.60433
H 6.36254 1.43440 1.36412
H 5.40923 3.19509 3.65784
H 5.01552 3.38827 1.94512
H 3.60758 1.41538 1.96564
H 3.33017 2.01827 3.61067
H 6.52414 0.69184 4.31327
H 6.49578 -0.39084 2.90661
C -0.06200 3.16412 0.41505
C -0.12424 4.62968 0.81889
C 0.47799 4.59443 2.21355
O 1.42175 3.51770 2.22997
C 1.24780 2.72214 1.04924
H -0.08946 3.00413 -0.66181
H -0.89671 2.61803 0.86184
H 0.50581 5.22544 0.15328
H -1.12956 5.04941 0.80084
H -0.28636 4.38559 2.97033
H 0.98306 5.52432 2.47824
H 2.09777 2.91625 0.38360
H 1.25086 1.66463 1.31651
C -1.08431 -8.87428 -0.76498
C -0.09165 -8.96145 0.38497
C 0.69868 -7.67388 0.21079
O -0.19812 -6.71606 -0.36199
C -1.38248 -7.38382 -0.80551
H -1.97706 -9.48224 -0.62328
H -0.60336 -9.18579 -1.69564
H -0.62531 -8.94785 1.33875
H 0.53530 -9.85182 0.35918
H 1.53566 -7.81157 -0.48220
H 1.08911 -7.28849 1.15368
H -2.19638 -7.12308 -0.11961
H -1.64519 -7.03301 -1.80513
C -9.51093 1.44167 4.32119
C -9.77247 0.22669 5.20093
C -9.29286 -0.91200 4.31305
O -8.23908 -0.38372 3.50236
C -8.21858 1.04903 3.62229
H -9.42592 2.37618 4.87486
H -10.31629 1.55020 3.58962
H -9.15804 0.28256 6.10317
H -10.81328 0.11841 5.50445
H -10.09095 -1.26118 3.64838
H -8.92063 -1.76363 4.88494
H -7.34932 1.32392 4.21429
H -8.11965 1.49740 2.63472
C 10.01632 3.93927 -3.68109
C 9.79155 2.68290 -2.85212
C 10.25212 1.59324 -3.80686
O 11.27652 2.17055 -4.62480
C 11.28854 3.58909 -4.43772
H 10.11160 4.84762 -3.08708
H 9.18839 4.07523 -4.38214
H 10.43364 2.70182 -1.96768
H 8.76086 2.55093 -2.52119
H 9.43685 1.26892 -4.46312
H 10.64860 0.71890 -3.28923
H 12.17992 3.84692 -3.85521
H 11.35315 4.08416 -5.40768
C -3.60165 3.41769 3.31787
C -4.44477 4.56912 3.84618
C -5.83545 4.18264 3.36642
O -5.87623 2.75062 3.33216
C -4.54648 2.23786 3.48499
H -2.65828 3.28417 3.84620
H -3.38064 3.57387 2.25852
H -4.41485 4.58064 4.93859
H -4.12837 5.54771 3.48728
H -6.02319 4.55147 2.35242
H -6.62499 4.55341 4.02207
H -4.46427 1.80221 4.48684
H -4.37288 1.45114 2.74950
*
```

Record 2
Entry from OMol25: a 13-piece molecular cluster, H27O13 overall in a non-equilibrium geometry (ωB97M-V with the def2-TZVPD basis set).

energy above the lowest of the compared OMol25 structures with the same formula, charge and spin: 367.3 kJ/mol
HOMO: -0.4916 Eh
energy: -27047.2666 eV

```
! RIJCOSX wB97M-V def2-TZVPD def2/J DEFGRID3
* xyz 1 1
O -0.65725 -2.23576 -1.26278
H -3.96449 -2.41418 0.45221
H 0.11029 -1.62367 -0.87055
O -0.93580 -0.82170 3.02316
H -1.63358 -0.72157 3.70002
H 2.20057 1.66420 2.66119
O -0.56935 2.40397 0.34251
H 0.20133 0.15321 -1.49058
O 2.25052 2.60934 2.48242
H -1.14942 -1.96079 1.68517
H 2.93210 2.88245 1.86732
O -0.87725 2.20848 2.78664
H -1.36436 2.80871 3.36883
H 0.01230 2.56953 2.65691
O 3.90791 -0.17313 -0.39960
H 4.42587 -0.71460 0.20566
H 4.00510 0.70465 -0.01729
O -0.38423 0.55512 -3.73937
H 0.31283 -0.01708 -4.06675
H -0.35035 1.49960 -3.89240
O 0.85679 -0.33571 -1.99950
H 1.65406 -0.46215 -1.45476
H -3.27234 -1.37706 -3.26536
O -0.49592 -2.45711 1.09160
H -0.74322 -2.67367 -0.17685
H 0.19142 -2.75404 1.68125
O 1.91919 -1.87202 0.71561
H 1.75713 -2.65451 1.24494
H 2.64498 -2.05537 0.11291
O -3.44780 -1.89631 -0.17932
H -4.05591 -1.20520 -0.46954
H -1.41313 -1.62766 -1.33956
O 1.35498 3.76786 -1.31527
H 0.95166 3.89328 -0.44997
H 1.36988 2.81526 -1.42835
O -2.62593 -1.91749 -2.79849
H -1.76792 -1.46169 -2.83610
H -1.28324 -0.08569 2.48293
H -0.80219 3.03535 1.01540
H -1.26520 1.94712 -0.12427
*
```

Record 3
Entry from OMol25: a 10-piece molecular cluster, C31H39F7O30 overall in a non-equilibrium geometry (ωB97M-V with the def2-TZVPD basis set).

structure (SMILES): O=C1OC[C@@H](F)O1.O=C1OC[C@@H](F)O1.O=C1OC[C@@H](F)O1.O=C1OC[C@@H](F)O1.O=C1OC[C@@H](F)O1.O=C1OC[C@@H](F)O1.O=C1OC[C@@H](F)O1.C[C@H]1COC(=O)O1.COC(=O)OC.COC(=O)OC
HOMO: -0.3876 Eh
energy: -113222.0638 eV

```
! RIJCOSX wB97M-V def2-TZVPD def2/J DEFGRID3
* xyz 0 1
C -6.42100 3.70657 3.49928
C -5.70206 2.52574 4.04624
O -6.01431 1.52290 3.14750
C -7.12585 1.74758 2.46265
O -7.73167 1.00558 1.65899
O -7.44177 3.08123 2.65065
F -6.20748 2.20295 5.23351
H -5.84913 4.35410 2.83462
H -6.90925 4.32831 4.24971
H -4.61848 2.63342 4.09472
C 4.11388 -6.06079 3.14644
C 5.53564 -6.23665 2.49852
O 5.40769 -7.49146 1.91306
C 4.38860 -8.22932 2.49755
O 4.24715 -9.38629 2.30173
O 3.69200 -7.39963 3.28290
F 6.41817 -6.30957 3.42260
H 3.45311 -5.37551 2.61553
H 4.08553 -5.68525 4.16931
H 5.77957 -5.50479 1.72848
C 3.17077 7.04239 3.11080
C 3.55691 6.40416 1.69556
O 2.80209 5.21618 1.81676
C 2.61159 4.85627 3.07112
O 2.24268 3.77540 3.50288
O 2.87023 5.86725 3.83099
F 4.89906 6.09070 1.58911
H 2.27896 7.66419 3.03249
H 3.96674 7.60833 3.59478
H 3.28088 7.16680 0.96737
C 5.25618 2.32163 -1.91426
C 6.48021 1.40054 -2.12798
O 6.10119 0.28694 -1.26375
C 4.96202 0.49845 -0.59504
O 4.47910 -0.24587 0.28709
O 4.52653 1.72772 -0.90023
F 7.62228 1.91754 -1.73412
H 4.86960 2.48670 -2.91995
H 5.63675 3.30643 -1.64322
H 6.61810 1.04831 -3.15025
C -1.83083 1.43408 -8.57729
C -2.79965 2.56055 -8.84380
O -3.48250 2.23569 -9.99893
C -2.79661 1.27838 -10.65440
O -2.94717 1.05999 -11.85653
O -2.03912 0.61669 -9.73444
F -2.04006 3.64360 -8.87847
H -1.99328 0.98670 -7.59670
H -0.78379 1.70922 -8.70420
H -3.40288 2.57056 -7.93600
C 2.87934 -4.39126 -3.57089
C 3.97834 -5.37705 -3.23055
O 3.51102 -6.00304 -2.01560
C 2.20128 -5.70142 -1.80277
O 1.61372 -5.98657 -0.81141
O 1.78478 -4.87022 -2.81521
F 5.11772 -4.76296 -2.86491
H 2.60175 -4.25402 -4.61598
H 3.03704 -3.37650 -3.20554
H 4.21932 -6.06088 -4.04444
C -2.82974 4.92938 -1.75172
C -1.46439 5.36710 -1.84106
O -1.50231 6.24831 -0.57824
C -2.10128 5.43502 0.33130
O -2.22247 5.61265 1.56434
O -2.86941 4.58325 -0.33427
F -1.13901 5.94461 -2.90693
H -3.11275 4.05854 -2.34303
H -3.71784 5.55358 -1.85045
H -0.81673 4.52358 -1.60206
C -3.51605 -6.33383 -2.83082
O -4.49067 -5.44700 -2.38599
C -4.89280 -4.54229 -3.30221
O -4.50913 -4.35489 -4.44932
O -6.05833 -4.00917 -2.88088
C -6.66220 -3.00725 -3.79375
H -3.86899 -6.86119 -3.71706
H -3.53930 -7.09814 -2.05404
H -2.57249 -5.81649 -3.00455
H -6.90962 -3.47954 -4.74446
H -5.93013 -2.20044 -3.82880
H -7.53359 -2.75121 -3.19106
C -0.00892 -0.38287 7.86176
O 0.47665 0.92332 8.27324
C 1.63494 0.93753 8.92982
O 2.01974 0.05064 9.74353
O 2.34436 2.03244 8.58028
C 3.58297 2.31336 9.30953
H 0.50748 -1.21765 8.33567
H -0.29588 -0.58143 6.82913
H -1.00505 -0.42881 8.30189
H 4.13479 3.19741 8.99009
H 4.30703 1.52124 9.11877
H 3.39030 2.29512 10.38222
C -0.64762 -1.28602 1.18772
C -1.20651 -1.30946 -0.24439
C -2.52654 -0.62759 -0.50279
O -2.23039 0.09296 -1.63177
C -0.88394 0.17002 -1.94858
O -0.43742 0.88939 -2.83569
O -0.26919 -0.52370 -0.99206
H -1.23485 -1.70971 2.00243
H -0.30288 -0.30951 1.52784
H 0.28960 -1.83710 1.11012
H -1.30524 -2.33822 -0.59081
H -2.83494 -0.13610 0.41993
H -3.40034 -1.27052 -0.60868
*
```